No. 1
{"formula": "C6H7LiO6", "method": "wB97M-V/def2-TZVPD", "charge": 0, "e_above_lowest_kcal_mol": 0.0, "total_energy_ev": -18825.0385, "homo_energy_ev": -9.20, "homo_lumo_gap_ev": 8.185, "lumo_energy_ev": -1.0167, "symbols": ["O", "C", "O", "O", "Li", "C", "C", "C", "C", "O", "C", "O", "O", "H", "H", "H", "H", "H", "H", "H"], "coordinates": [[1.6784, -1.3189, -3.2914], [1.3700, -0.8235, -2.1730], [0.0970, -1.0897, -1.8537], [1.9451, 0.1680, -1.6897], [1.7629, 0.5291, -3.9043], [-1.1429, -0.5503, -1.4952], [-1.1308, 0.7418, -0.6917], [-2.1709, 0.7281, 0.3851], [-1.9614, 0.8605, 1.6936], [-0.7097, 1.1844, 2.2115], [0.0471, 0.2620, 2.8227], [0.9972, 0.5835, 3.4832], [-0.2925, -1.0031, 2.6359], [-1.6397, -1.3470, -0.9246], [-1.7381, -0.4431, -2.4116], [-1.3611, 1.5804, -1.3675], [-0.1400, 0.9093, -0.2519], [-3.2163, 0.6311, 0.0798], [-2.7506, 0.7980, 2.4453], [-0.9821, -1.1129, 1.9615]], "forces_ev_per_angstrom": [[0.8, -0.6, -0.4], [-1.3, 3.3, -2.5], [-0.8, -2.5, 0.9], [0.4, 0.2, 0.8], [0.5, -0.9, 0.9], [0.0, -0.2, 0.2], [0.2, 0.7, 0.2], [-0.3, 0.1, 0.3], [0.0, 0.0, -0.2], [-0.6, 0.4, -0.5], [1.5, 0.4, 0.9], [-0.8, -0.2, -0.4], [-0.3, -0.8, -0.2], [0.1, 0.2, 0.0], [0.1, 0.1, 0.0], [0.3, -0.1, 0.2], [-0.2, -0.1, -0.2], [0.2, -0.2, 0.1], [0.2, 0.1, -0.2], [0.1, 0.1, 0.1]]}

***

No. 2
{"formula": "C6H7LiO7Pt", "method": "wB97M-V/def2-TZVPD", "charge": 2, "total_energy_ev": -24096.1769, "homo_energy_ev": [-18.08, -18.69], "multiplicity": 3, "homo_lumo_gap_ev": [8.372, 8.333], "s_squared": 2.00, "lumo_energy_ev": [-9.7046, -10.3599], "symbols": ["O", "C", "C", "O", "C", "O", "O", "Li", "Pt", "H", "H", "H", "H", "O", "C", "C", "O", "O", "C", "H", "H", "H"], "coordinates": [[-1.1295, 1.3889, -0.5558], [-1.8737, 2.3714, 0.2015], [-1.0367, 1.6022, 1.1415], [1.4501, 1.6649, 0.7386], [2.2390, 0.6532, 0.6014], [1.6243, -0.0868, -0.4645], [3.0244, 0.1282, 1.3284], [-2.3492, -0.0675, -1.2442], [0.7344, 1.6046, -1.1666], [-2.9434, 2.1410, 0.2185], [-1.6027, 3.4114, 0.0060], [-1.4400, 0.6734, 1.5501], [-0.5834, 2.2268, 1.9112], [-0.7493, -1.8771, -0.7415], [-0.4906, -2.0222, 0.5800], [0.5019, -1.9956, -1.4516], [-1.3095, -2.1092, 1.4382], [0.8263, -1.8839, 0.7889], [1.4822, -1.4858, -0.4029], [0.4558, -1.4012, -2.3673], [0.6743, -3.0405, -1.7264], [2.4955, -1.8962, -0.3835]], "forces_ev_per_angstrom": [[-0.7, -0.6, 1.1], [-1.0, -0.4, 1.2], [-3.9, 0.9, 1.0], [1.1, 1.5, 0.1], [0.5, -2.5, 4.3], [0.4, -0.7, -1.4], [-0.5, 1.2, -1.6], [0.1, -0.6, 0.1], [1.1, 1.8, -2.8], [0.2, 0.4, -0.3], [-0.1, -0.3, 0.0], [0.2, 0.0, -0.5], [2.1, -0.3, -0.9], [-0.5, 0.2, -1.0], [-0.8, 0.6, 1.6], [0.2, 0.2, -0.5], [0.3, 0.0, -0.9], [0.9, 0.4, 0.0], [0.4, -1.9, 0.4], [0.0, 0.0, 0.2], [0.1, 0.2, 0.2], [-0.3, -0.2, -0.1]]}